(1)
Below is a 2-piece molecular cluster, C3H11N3O overall in a non-equilibrium geometry, with properties calculated with ωB97M-V with the def2-TZVPD basis set.

Kohn-Sham gap (eV): 9.12

XYZ file:
```
18
Properties=species:S:1:pos:R:3:forces:R:3:lowdin_charge:R:1
C 0.70611 -0.46595 0.61193 0.2 0.4 0.1 -0.511
C 1.04821 0.82701 1.35374 -0.9 0.2 0.0 -0.045
C 0.32041 -1.34196 -1.63033 0.0 -0.1 0.0 -0.115
N -2.02849 1.09676 1.01700 -0.8 0.0 0.3 0.006
N 0.43417 -0.14839 -0.80294 0.3 0.1 0.0 -0.121
N -1.99495 1.20374 -0.18897 0.2 0.6 -0.8 -0.072
O -0.39572 -1.09783 1.16827 -0.3 -0.4 0.2 -0.064
H -1.11809 -0.42340 1.27421 0.5 0.0 0.0 0.026
H 0.13917 1.48467 1.37174 1.1 -0.5 0.0 0.059
H 1.17776 0.44689 -1.15642 -0.1 -0.1 0.0 0.113
H 1.54079 -1.18500 0.69013 -0.1 0.1 -0.1 0.143
H -1.22818 0.74588 -0.75610 -0.2 -0.2 0.2 0.085
H -2.60521 1.87313 -0.71483 0.1 -0.2 0.3 0.112
H 1.29371 0.59006 2.38580 0.1 0.0 0.1 0.080
H 1.88880 1.34112 0.89750 0.1 0.1 -0.1 0.070
H 1.24518 -1.93313 -1.65709 -0.1 0.0 0.0 0.081
H 0.05022 -1.05120 -2.64523 0.0 -0.1 0.0 0.075
H -0.47390 -1.96239 -1.21840 0.0 0.0 -0.1 0.080
```
Forces are in eV/Å.

=====

(2)
Below is C3H11N3O as an isolated structure in a non-equilibrium geometry, with properties calculated with ωB97M-V with the def2-TZVPD basis set.

Kohn-Sham gap (eV): 9.26

XYZ file:
```
18
Properties=species:S:1:pos:R:3:forces:R:3:lowdin_charge:R:1
C -0.40895 -0.06885 -1.06792 1.9 -4.1 3.7 -0.600
C -1.22483 0.67794 -0.09708 -0.3 1.7 -5.1 0.017
C 0.64978 -1.00720 2.08377 -0.2 -0.2 -0.1 -0.150
N 0.93154 0.33472 -1.19683 -0.7 0.3 -0.5 -0.075
N 1.31398 1.68604 -1.23803 -0.1 0.1 0.1 0.006
N -0.60314 -1.35728 -1.32392 0.0 1.5 -1.7 0.044
O -0.64993 -1.08376 1.51367 0.2 -0.9 -0.3 -0.186
H 1.44126 -0.24453 -1.84961 -0.1 0.1 0.0 0.124
H -1.27009 1.12377 -1.38716 -1.1 1.2 2.3 0.188
H 1.36178 2.06503 -0.29844 0.0 -0.1 -0.1 0.071
H 0.66665 2.25363 -1.78463 0.1 -0.1 0.1 0.075
H -1.58512 -1.61770 -1.28991 0.0 0.0 0.5 0.041
H -0.57698 -1.53723 0.62773 0.1 0.5 1.0 0.054
H -0.76163 1.40357 0.56572 -0.3 -0.1 -0.4 0.086
H -2.24459 0.32965 0.00712 0.3 -0.1 0.4 0.086
H 1.33495 -0.43678 1.45151 0.0 0.0 0.0 0.065
H 1.06856 -2.00755 2.23389 0.1 0.1 0.1 0.079
H 0.55678 -0.51347 3.05015 0.0 0.0 0.0 0.077
```
Forces are in eV/Å.

=====

(3)
Below is a 2-piece molecular cluster, C3H11N3O overall in a non-equilibrium geometry, with properties calculated with ωB97M-V with the def2-TZVPD basis set.

⟨S²⟩: 0.7573
Total charge: +1
2S+1: 2
Kohn-Sham gap (spin up / spin down) (eV): 10.86 / 3.11

XYZ file:
```
18
Properties=species:S:1:pos:R:3:forces:R:3:lowdin_charge:R:1
C -0.21722 -0.69049 1.28567 -0.7 1.3 -0.2 -0.289
C 1.26212 -0.38238 0.93149 -0.5 0.9 -1.1 -0.172
N 1.62652 1.04847 1.04466 0.2 -3.3 1.7 0.256
N -0.44509 -2.10141 1.17950 -0.6 -0.4 0.4 0.016
H -0.49798 -0.22631 2.27402 0.5 -0.3 -0.7 0.134
H -0.85267 -0.18908 0.50529 0.5 -0.2 0.8 0.109
H 1.96299 -1.05860 1.51419 -0.4 0.9 0.0 0.180
H 1.47284 -0.61314 -0.12535 -0.1 -0.3 0.3 0.134
H 2.57743 1.13041 0.77107 1.0 0.9 -1.2 0.120
H 1.58984 1.37938 1.99849 -0.9 0.8 0.3 0.136
H 0.06508 -2.56767 1.91228 0.2 -0.4 0.1 0.081
H -1.43382 -2.36218 1.33910 0.8 0.4 -0.4 0.112
C -0.92576 1.68630 -2.44836 0.9 1.7 -0.9 -0.387
N -1.55086 0.50992 -2.31898 -1.1 -0.7 -1.0 0.127
O -0.68271 2.24837 -3.51403 -0.7 -0.6 1.8 0.090
H -0.73123 2.16604 -1.45345 0.6 0.0 -0.4 0.137
H -1.16928 -0.20841 -1.72885 -0.3 0.0 0.2 0.083
H -2.05021 0.23080 -3.16675 0.6 -0.4 0.3 0.130
```
Forces are in eV/Å.

=====

(4)
Below is one molecule with the formula C3H11N3O2 in a non-equilibrium geometry, with properties calculated with ωB97M-V with the def2-TZVPD basis set.

SMILES: CO[C@H](N)CN(N)O
Kohn-Sham gap (eV): 9.51

XYZ file:
```
19
Properties=species:S:1:pos:R:3:forces:R:3:lowdin_charge:R:1
C -0.05139 0.33610 0.81798 0.5 -0.3 0.1 -0.429
C 0.96337 -0.34484 -0.12675 0.0 0.3 0.5 -0.138
C -1.12448 -1.63436 1.62459 0.0 0.0 0.0 -0.095
N 0.66631 -0.33796 -1.54808 0.9 1.5 -0.9 -0.244
N 1.42725 0.76398 -2.14346 -0.5 -0.8 0.0 0.028
N -0.46391 1.61267 0.25561 -0.1 0.0 0.1 0.066
O -1.25177 -0.37740 1.00579 0.0 0.4 -0.1 -0.159
O -0.70312 -0.27254 -1.83084 -0.4 -0.2 -0.2 -0.060
H -1.11410 0.41789 -1.27016 0.5 0.0 -0.2 0.063
H 0.45175 0.43726 1.80836 -0.2 -0.1 -0.3 0.146
H 1.52002 0.54459 -3.13151 -0.2 0.1 0.2 0.071
H 0.98417 1.68304 -2.04140 -0.3 -0.5 0.0 0.066
H -1.27384 1.95504 0.76224 0.1 0.0 0.1 0.095
H 0.28516 2.29183 0.33037 -0.1 0.0 0.0 0.092
H 1.10061 -1.38449 0.17809 0.1 0.1 0.2 0.107
H 1.92315 0.19662 -0.06302 -0.4 -0.5 0.3 0.119
H -0.51003 -1.56944 2.53131 0.0 0.0 0.0 0.093
H -0.69411 -2.37980 0.94974 0.0 0.0 0.0 0.087
H -2.13502 -1.93819 1.89114 0.1 -0.1 0.0 0.092
```
Forces are in eV/Å.

=====

(5)
Below is a 2-piece molecular cluster, C3H11N3O2 overall in a non-equilibrium geometry, with properties calculated with ωB97M-V with the def2-TZVPD basis set.

SMILES: CC(=O)ON.CNN
Kohn-Sham gap (eV): 8.39

XYZ file:
```
19
Properties=species:S:1:pos:R:3:forces:R:3:lowdin_charge:R:1
C 1.75665 0.17875 0.95536 -2.3 2.7 -0.6 -0.030
N -1.67682 -1.36657 0.89064 -0.4 0.9 0.8 0.034
O -0.61099 -1.37175 -0.03055 1.1 1.6 -1.2 -0.160
H -2.21543 -0.51595 0.69108 0.1 -0.2 0.0 0.067
H -2.28106 -2.15780 0.67830 0.3 0.0 -0.4 0.084
H 1.87385 -0.43567 0.05283 -0.2 0.3 0.2 0.035
H 1.26630 -0.44107 1.70469 0.5 0.1 0.3 0.069
H 2.69900 0.67215 1.18217 0.1 -0.6 0.6 0.061
C 0.19602 -0.71071 -2.15281 1.3 0.4 0.1 0.010
N 0.77463 1.43498 0.73192 1.8 -2.0 -1.3 -0.197
C -0.52201 -0.20423 -0.92633 -4.3 -2.8 -0.5 -0.455
N -0.40589 1.79140 1.40986 0.8 0.0 0.2 -0.027
O -1.47564 0.55081 -0.99566 1.5 -0.1 0.8 0.037
H 1.15782 2.19379 0.17751 0.0 -0.3 0.6 0.096
H -0.46051 1.25173 2.27154 -0.5 0.2 -0.4 0.076
H -1.19108 1.71446 0.75861 0.0 -0.7 0.6 0.045
H -0.04592 -1.75608 -2.32630 -0.1 0.0 0.4 0.091
H -0.11435 -0.17677 -3.04861 0.1 0.4 0.3 0.091
H 1.27543 -0.65146 -2.02426 0.1 0.0 -0.2 0.072
```
Forces are in eV/Å.

=====

(6)
Below is a 2-piece molecular cluster, C3H11N3O2 overall in a non-equilibrium geometry, with properties calculated with ωB97M-V with the def2-TZVPD basis set.

SMILES: CC(N)(N)ON.C=O
Kohn-Sham gap (eV): 10.06

XYZ file:
```
19
Properties=species:S:1:pos:R:3:forces:R:3:lowdin_charge:R:1
C -2.29116 -0.85127 -1.60230 -0.1 -0.5 -0.3 -0.147
C -0.85962 0.29756 0.95589 1.8 0.2 -0.3 -0.015
O -1.49800 -0.53402 -2.44465 -0.1 0.1 0.0 -0.012
H 0.43066 -0.70510 -2.02691 0.4 0.2 0.2 0.053
H -2.28882 -1.85646 -1.14584 0.2 0.0 0.1 0.090
H -3.11303 -0.20796 -1.28252 -0.1 0.4 0.1 0.085
H -1.14960 -0.71256 0.67053 -0.1 0.0 -0.1 0.049
H -1.07324 0.43667 2.01101 -0.1 0.0 0.1 0.069
H -1.36379 1.05423 0.35290 -0.1 -0.1 0.1 0.071
C 0.72161 0.45344 0.72148 -1.5 -0.2 0.1 -0.694
N 1.21133 -0.55676 -1.37527 -0.4 0.3 -0.5 0.025
N 1.27096 1.62861 1.33950 0.1 0.1 -0.1 0.092
O 0.90884 0.66866 -0.69917 0.2 -0.3 -0.5 -0.159
N 1.38403 -0.70777 1.18745 -0.6 -1.3 -0.4 0.067
H 1.25498 -1.43312 0.42382 0.5 1.1 1.4 0.093
H 2.04378 -0.34218 -1.92703 -0.3 0.0 0.2 0.095
H 1.37029 1.47402 2.33199 -0.1 0.0 0.1 0.079
H 0.67340 2.43382 1.18194 0.1 -0.1 0.1 0.082
H 2.36737 -0.53982 1.32722 0.3 0.1 -0.2 0.076
```
Forces are in eV/Å.

=====

(7)
Below is one molecule with the formula C3H11N3O2S in a non-equilibrium geometry, with properties calculated with ωB97M-V with the def2-TZVPD basis set.

SMILES: CN(C)S(=O)(=O)C(N)N
Kohn-Sham gap (eV): 9.81

XYZ file:
```
20
Properties=species:S:1:pos:R:3:forces:R:3:lowdin_charge:R:1
C -0.82537 0.83322 1.86171 1.9 -2.3 2.7 -0.106
C 1.18854 1.83499 0.61418 -0.5 1.1 2.1 -0.097
C 0.43081 -1.22694 -0.80126 -2.9 0.1 -4.0 -0.453
N -0.05967 -2.04033 0.24239 -0.2 1.5 1.0 0.055
N 0.09205 -1.73740 -2.15116 0.6 -0.5 0.8 0.021
N -0.06300 1.11367 0.65199 -1.3 1.8 -1.7 -0.354
O -0.10127 1.24688 -1.96015 0.8 0.8 -0.2 -0.275
O -1.89332 0.08415 -0.67703 1.9 0.6 -0.3 -0.340
S -0.47516 0.49209 -0.81965 -2.7 -3.3 2.4 0.687
H -1.79327 0.36167 1.76717 -0.1 0.0 -1.1 0.065
H -0.17942 -0.02271 2.40220 -1.4 1.9 -0.6 0.122
H -1.04662 1.61595 2.64740 0.9 -0.1 -1.4 0.099
H 1.60722 1.87833 -0.33628 0.1 0.3 -2.0 0.055
H 1.24612 2.85678 1.08431 -0.7 -0.9 -0.5 0.117
H 1.86384 1.23402 1.11595 1.8 -1.1 1.6 0.059
H 1.43681 -1.08507 -0.82744 3.0 0.7 0.3 0.084
H -0.83305 -1.44145 0.49574 -0.9 -1.0 1.1 0.031
H -0.40800 -2.94473 -0.03216 0.0 0.0 -0.5 0.087
H -0.88582 -1.64494 -2.38409 -0.1 0.1 0.0 0.067
H 0.69857 -1.40817 -2.89381 -0.3 0.2 0.2 0.075
```
Forces are in eV/Å.

=====

(8)
Below is a 2-piece molecular cluster, C3H11N3P overall in a non-equilibrium geometry, with properties calculated with ωB97M-V with the def2-TZVPD basis set.

Total charge: +1
Kohn-Sham gap (spin up / spin down) (eV): 8.17 / 8.17

XYZ file:
```
18
Properties=species:S:1:pos:R:3:forces:R:3:lowdin_charge:R:1
C 1.30816 -0.22680 1.60221 -0.9 -0.7 1.7 -0.281
C -0.74060 0.71314 -2.53354 3.4 -1.8 0.1 -0.127
C -1.09734 0.01230 -1.22556 0.5 0.0 -0.8 -0.397
N 0.48588 -1.02185 1.08908 -2.3 -1.1 -1.6 -0.050
N 1.19061 -0.01069 2.91852 -1.9 -2.0 -0.7 0.150
N 0.53173 -1.15106 -0.31365 0.8 2.7 1.3 0.034
P -1.82800 0.88502 0.11492 -1.5 0.7 -1.8 0.949
H 2.11982 0.13927 1.04899 1.3 1.1 -0.4 0.129
H -0.08945 1.56112 -2.28262 0.1 -0.1 -0.3 0.073
H -1.50511 1.15602 -3.14894 -0.9 -0.4 0.1 0.081
H -0.11612 -0.07079 -3.19531 -1.5 1.9 1.3 0.136
H -1.38091 -0.99750 -1.40599 -1.1 -0.4 0.1 0.058
H 1.72888 0.66723 3.27046 2.3 2.8 2.0 0.052
H 0.38398 -0.34042 3.47256 0.8 0.2 -0.9 0.146
H 1.47662 -0.81748 -0.59612 -0.9 -1.2 -0.9 0.138
H 0.20946 -2.07680 -0.45082 0.5 -1.1 -1.1 0.109
H -0.81743 1.63889 0.59583 1.2 0.8 0.3 -0.088
H -1.86019 -0.05959 1.03997 0.0 -1.5 1.6 -0.113
```
Forces are in eV/Å.

=====

(9)
Below is an isolated ion of composition C3H11N3PS and charge +1 in a non-equilibrium geometry, with properties calculated with ωB97M-V with the def2-TZVPD basis set.

Total charge: +1
SMILES: C[NH2+][C@@H]1NSN[C@H]1P
Kohn-Sham gap (eV): 9.93

XYZ file:
```
19
Properties=species:S:1:pos:R:3:forces:R:3:lowdin_charge:R:1
C -0.13082 0.19747 -0.16785 2.2 -0.2 -4.2 -0.395
C 1.28679 -0.10810 0.52756 -0.7 0.3 -1.3 -0.630
C -2.48998 0.57739 -0.08201 -3.7 3.1 3.7 -0.005
N -0.48604 -1.06038 -0.92262 -0.9 2.2 2.1 -0.329
N 1.47790 -1.55433 0.47879 -0.2 -1.1 0.4 -0.361
N -1.26092 0.59832 0.77148 1.9 -0.9 -2.2 0.062
P 2.71154 1.02996 -0.04921 -0.9 0.1 -0.5 0.865
S -0.05687 -2.28410 0.20500 1.0 0.7 -0.6 0.940
H 0.08348 1.03439 -0.99169 -1.2 -1.4 2.0 0.178
H 1.09214 0.31028 1.49044 0.5 -0.5 1.6 0.061
H -2.63037 1.50205 -0.63743 1.0 -0.1 -0.4 0.108
H -2.62026 -0.27680 -0.63962 0.4 -1.8 -1.1 0.055
H -3.45569 0.68731 0.58048 2.0 -0.6 -0.7 0.148
H -0.03808 -0.93855 -1.80906 0.5 -1.0 -0.6 0.082
H 2.15800 -2.02353 -0.15071 -0.4 1.4 0.5 0.087
H -1.15775 -0.08550 1.52152 -0.9 -0.2 0.2 0.153
H -0.89776 1.48489 1.10348 -0.9 0.6 0.3 0.179
H 2.70447 0.79089 -1.47524 -0.1 -0.2 0.6 -0.087
H 3.71023 0.11834 0.24668 0.4 -0.4 0.1 -0.109
```
Forces are in eV/Å.

=====

(10)
Below is a 3-piece molecular cluster, C3H11N4 overall in a non-equilibrium geometry, with properties calculated with ωB97M-V with the def2-TZVPD basis set.

Total charge: +1
Kohn-Sham gap (eV): 6.48

XYZ file:
```
18
Properties=species:S:1:pos:R:3:forces:R:3:lowdin_charge:R:1
C -2.70715 -1.33538 -1.46471 4.7 -4.0 -1.2 -0.076
C -1.17577 -1.03516 -1.85903 -0.1 2.4 1.1 -0.265
C -0.00179 -1.55170 -0.89078 -1.7 1.9 -1.4 -0.178
N 1.82892 1.14915 1.55385 0.3 0.4 -0.1 0.047
N 1.55283 0.13436 1.29282 -0.2 -1.0 0.0 0.128
N -0.16075 -2.81167 -0.73332 -0.7 -2.3 -0.4 -0.002
N 2.37060 3.62255 2.56625 2.0 0.0 -2.3 0.315
H -3.01325 -1.14927 -0.51729 -0.8 1.2 2.8 0.019
H -3.32998 -0.98927 -2.20629 -1.5 0.7 -1.5 0.037
H -2.62751 -2.50374 -1.50861 -1.1 1.9 -0.1 0.081
H -1.12415 -1.57141 -2.77427 0.6 -0.6 -1.0 0.060
H -0.99801 0.07256 -2.17804 -0.3 -1.8 0.9 0.099
H 2.46123 2.64645 2.16948 -1.4 0.6 0.4 0.066
H 0.57880 -3.33147 -0.22065 -1.2 0.2 -0.6 0.109
H -0.98057 -3.34073 -1.22306 2.0 0.6 1.3 0.137
H 2.09899 3.74516 3.48844 -0.9 -0.3 2.4 0.123
H 3.31996 3.93549 2.50411 1.2 0.5 0.3 0.145
H 1.90760 4.31408 2.00108 -0.9 -0.1 -0.7 0.155
```
Forces are in eV/Å.

=====

What are the relative energy (zero: lowest compared OMol25 entry of this formula, charge and spin) values for these records? In order: 3.260 4.895 2.162 4.004 5.271 3.501 1.691 2.525 3.691 3.610 eV.
What are the electronic energy values for these records? In order: -360.3176 -360.2575 -360.0350 -435.5432 -435.4966 -435.5616 -833.7578 -626.1447 -1024.3689 -339.5870 hartree.